1.
Entry from OMol25: a 13-piece molecular cluster, C39H106N2O13 overall (ωB97M-V with the def2-TZVPD basis set).

Output
Largest force on an atom, hartree/bohr: 0.049
Lowest unoccupied orbital energy, eV: 0.371
HOMO, hartree: -0.3340
Relative energy (zero: lowest compared OMol25 entry of this formula, charge and spin), kcal/mol: 0.0

Each line ends with the Mulliken charge.
Atoms and positions in Å:
C: -3.745 -2.411 1.430  -0.407
C: -3.993 -3.559 0.419  1.454
C: -3.963 -4.994 0.998  -1.162
O: -2.637 -5.273 1.451  -0.073
C: -2.302 -6.609 1.766  -0.913
N: -5.348 -3.362 -0.239  -0.700
H: -3.000 -2.666 2.190  -0.024
H: -4.670 -2.210 2.036  0.413
H: -3.525 -1.499 0.879  -0.331
H: -3.218 -3.627 -0.338  -0.230
H: -4.104 -5.636 0.118  0.389
H: -4.759 -5.092 1.759  0.301
H: -2.487 -7.246 0.867  0.357
H: -2.896 -6.957 2.597  0.324
H: -1.230 -6.635 1.935  0.222
H: -5.560 -2.385 -0.256  0.204
H: -5.518 -3.827 -1.104  0.250
C: 0.583 0.442 -6.852  -1.040
C: 0.637 1.963 -6.689  0.444
C: 0.953 2.397 -5.274  -0.314
O: -0.100 2.065 -4.435  -0.338
C: 0.289 1.784 -3.069  0.229
N: 1.695 2.491 -7.596  -0.686
H: 0.021 -0.065 -6.057  -0.069
H: 1.608 0.044 -6.887  0.323
H: -0.016 0.215 -7.754  0.409
H: -0.356 2.356 -6.933  0.316
H: 1.110 3.489 -5.207  0.352
H: 1.893 1.906 -4.905  -0.286
H: -0.622 1.500 -2.542  -0.535
H: 0.762 2.683 -2.627  0.557
H: 1.061 0.988 -2.983  -0.095
H: 1.359 2.391 -8.544  0.272
H: 1.892 3.450 -7.416  0.211
C: 5.556 -0.608 1.339  0.157
C: 6.764 -1.563 1.332  -0.612
O: 7.713 -1.253 2.387  -0.543
H: 4.889 -1.122 0.645  -0.190
H: 5.761 0.399 0.946  0.015
H: 5.067 -0.519 2.284  0.170
H: 7.346 -1.335 0.448  0.305
H: 6.433 -2.589 1.397  0.327
H: 7.239 -1.351 3.223  0.308
C: -4.018 0.003 -2.035  0.155
C: -4.398 0.973 -0.884  0.891
O: -5.694 0.804 -0.351  -0.596
H: -3.973 -1.079 -1.779  -0.384
H: -3.006 0.255 -2.358  -0.344
H: -4.647 0.039 -2.947  0.513
H: -4.273 2.034 -1.094  -0.061
H: -3.768 0.824 -0.002  -0.532
H: -6.177 1.600 -0.578  0.364
C: -2.977 4.377 -2.290  -0.677
C: -4.253 5.118 -2.072  0.556
C: -4.526 6.184 -3.100  -1.472
O: -5.426 4.278 -1.897  -0.524
H: -2.966 3.755 -3.195  0.427
H: -2.827 3.672 -1.493  -0.477
H: -2.120 5.040 -2.427  0.534
H: -4.135 5.585 -1.104  0.154
H: -5.482 6.605 -2.797  0.372
H: -4.665 5.771 -4.104  0.381
H: -3.815 6.974 -3.250  0.402
H: -5.818 4.004 -2.718  0.326
C: 4.217 1.479 -3.213  -1.473
C: 4.348 1.077 -1.801  1.135
C: 4.560 2.278 -0.842  -1.376
O: 3.074 0.485 -1.352  -0.261
H: 3.302 2.063 -3.430  0.143
H: 4.127 0.621 -3.872  0.340
H: 5.014 2.082 -3.594  0.612
H: 5.226 0.394 -1.676  0.162
H: 4.692 1.997 0.205  0.090
H: 3.740 3.017 -0.882  0.331
H: 5.472 2.861 -1.093  0.410
H: 2.982 -0.437 -1.695  -0.214
C: -1.827 -0.254 4.257  -0.968
C: -1.932 1.147 4.797  1.588
C: -2.924 1.902 3.948  -1.301
O: -2.216 1.010 6.199  -0.638
H: -1.330 -0.923 4.986  0.433
H: -1.366 -0.384 3.269  -0.146
H: -2.859 -0.609 4.150  0.582
H: -0.995 1.714 4.603  -0.686
H: -3.906 1.421 4.013  0.416
H: -2.614 1.946 2.914  -0.106
H: -2.926 2.932 4.306  0.398
H: -2.225 1.874 6.583  0.410
C: -0.294 -3.705 3.567  -0.198
C: 1.192 -3.636 3.478  2.294
C: 1.853 -2.640 4.385  -1.346
O: 1.747 -4.975 3.811  -0.677
H: -0.555 -3.942 4.590  0.464
H: -0.612 -4.506 2.917  -0.225
H: -0.800 -2.776 3.316  -0.304
H: 1.497 -3.431 2.440  -1.177
H: 1.435 -1.630 4.250  -0.166
H: 2.925 -2.615 4.147  0.500
H: 1.711 -2.865 5.431  0.480
H: 2.611 -4.760 4.206  0.414
C: 1.055 4.874 1.684  -1.446
C: -0.214 4.123 2.099  0.641
C: -1.240 4.206 1.007  -1.213
O: 0.137 2.781 2.475  1.692
H: 1.933 4.667 2.324  0.285
H: 0.885 5.957 1.653  0.440
H: 1.382 4.568 0.712  0.256
H: -0.612 4.550 3.016  0.418
H: -2.183 3.764 1.326  0.289
H: -0.937 3.651 0.145  -0.065
H: -1.404 5.251 0.670  0.551
H: 0.492 2.332 1.638  -0.536
C: 1.466 -4.003 -0.502  -1.425
C: 2.667 -3.090 -0.697  2.260
C: 3.960 -3.849 -0.889  -1.704
O: 2.532 -2.227 -1.848  -0.683
H: 0.551 -3.466 -0.765  0.186
H: 1.383 -4.323 0.540  0.322
H: 1.516 -4.907 -1.155  0.407
H: 2.696 -2.416 0.178  -0.811
H: 3.830 -4.656 -1.617  0.405
H: 4.266 -4.306 0.067  0.325
H: 4.747 -3.207 -1.273  0.400
H: 1.923 -2.580 -2.492  0.118
C: -2.650 -3.032 -3.908  -1.282
C: -1.155 -2.812 -4.045  0.270
C: -0.676 -1.523 -3.487  -0.899
O: -0.364 -3.852 -3.385  -0.440
H: -3.077 -2.997 -2.912  0.062
H: -2.941 -4.051 -4.223  0.472
H: -3.193 -2.345 -4.548  0.393
H: -0.848 -2.839 -5.099  0.222
H: -1.134 -0.632 -3.869  0.561
H: 0.428 -1.462 -3.612  0.058
H: -0.778 -1.565 -2.418  0.325
H: -0.601 -4.719 -3.750  0.284
C: 1.673 1.348 5.888  -1.181
C: 2.624 2.300 5.106  0.141
C: 3.365 1.663 3.933  -0.699
O: 1.959 3.516 4.720  -0.731
H: 2.073 0.375 6.219  0.389
H: 0.749 1.181 5.348  0.092
H: 1.350 1.838 6.810  0.286
H: 3.293 2.718 5.839  0.451
H: 3.970 0.822 4.265  0.537
H: 3.984 2.403 3.407  0.321
H: 2.707 1.217 3.191  -0.204
H: 1.287 3.298 4.043  0.085
C: 0.930 -0.718 1.567  0.163
C: 0.504 0.010 0.353  2.328
C: -1.004 0.293 0.393  0.576
O: 1.132 1.299 0.369  0.318
H: 2.032 -0.638 1.586  -0.335
H: 0.620 -1.749 1.495  0.129
H: 0.561 -0.307 2.518  -1.022
H: 0.777 -0.569 -0.526  -0.420
H: -1.382 0.734 -0.535  -1.010
H: -1.199 1.115 1.070  -0.603
H: -1.677 -0.546 0.595  0.010
H: 1.875 1.335 -0.273  -0.469


2.
Entry from OMol25: a 13-piece molecular cluster, C39H110N12O13 overall (ωB97M-V with the def2-TZVPD basis set).

Output
Largest force on an atom, hartree/bohr: 0.083
Lowest unoccupied orbital energy, eV: 0.433
HOMO, hartree: -0.3148

Each line ends with the Mulliken charge.
Atoms and positions in Å:
C: -4.166 -2.760 5.092  -1.074
C: -3.539 -3.875 4.134  1.541
C: -4.461 -5.115 4.206  -1.616
O: -3.492 -3.408 2.786  -0.219
H: -4.080 -3.124 6.148  0.332
H: -5.191 -2.593 4.678  0.353
H: -3.563 -1.833 4.893  0.136
H: -2.536 -4.186 4.465  -0.773
H: -4.600 -5.491 5.206  0.413
H: -4.011 -5.869 3.539  0.362
H: -5.513 -4.919 3.772  0.314
H: -2.582 -3.276 2.595  0.002
C: 3.386 1.293 -5.713  -1.493
C: 2.846 2.090 -4.519  1.631
C: 2.132 1.200 -3.488  0.237
O: 3.990 2.759 -3.786  -0.516
H: 3.949 0.440 -5.371  0.295
H: 3.995 2.064 -6.284  0.348
H: 2.521 0.952 -6.247  0.450
H: 2.166 2.860 -4.917  -0.888
H: 2.870 0.384 -3.263  -0.202
H: 1.227 0.815 -4.074  0.330
H: 1.750 1.811 -2.636  -0.363
H: 4.183 3.658 -4.130  0.244
C: 0.514 4.409 -6.158  -0.765
C: -0.979 4.717 -6.352  0.334
C: -1.709 4.480 -4.994  -1.231
O: -0.985 6.097 -6.739  -0.582
H: 1.117 4.988 -6.889  0.318
H: 0.724 3.382 -6.510  0.214
H: 0.961 4.567 -5.185  -0.017
H: -1.532 4.110 -7.049  0.340
H: -1.502 3.446 -4.721  0.260
H: -2.776 4.611 -5.085  0.469
H: -1.234 5.145 -4.304  0.262
H: -1.897 6.395 -6.933  0.324
C: 5.213 -1.161 3.325  -1.329
C: 4.839 0.249 3.711  0.603
C: 6.037 1.029 4.189  -1.361
O: 4.162 0.852 2.590  -0.304
H: 5.627 -1.735 4.136  0.460
H: 5.940 -1.189 2.522  0.329
H: 4.341 -1.649 3.051  0.325
H: 4.033 0.218 4.458  0.229
H: 6.679 0.355 4.753  0.380
H: 5.696 1.861 4.837  0.323
H: 6.609 1.345 3.316  0.291
H: 4.729 0.762 1.828  0.144
C: -5.658 1.096 1.264  0.448
O: -5.534 2.255 1.710  -0.722
N: -6.864 0.485 1.291  -0.402
N: -4.683 0.545 0.526  0.051
H: -7.628 0.946 1.854  0.270
H: -6.925 -0.503 1.081  0.189
H: -3.795 1.086 0.508  -0.217
H: -4.637 -0.480 0.462  0.182
C: 5.102 -2.681 -1.889  0.643
O: 4.659 -3.703 -2.319  -0.728
N: 5.411 -2.486 -0.625  -0.216
N: 5.101 -1.546 -2.755  -0.306
H: 5.648 -1.527 -0.332  0.109
H: 5.527 -3.247 -0.045  0.149
H: 4.801 -1.859 -3.666  0.178
H: 5.596 -0.713 -2.554  0.129
C: 5.216 1.448 -0.693  0.422
O: 5.628 0.679 0.182  -0.758
N: 6.022 1.714 -1.833  -0.432
N: 3.995 2.018 -0.717  0.185
H: 6.879 1.173 -1.946  0.277
H: 5.544 2.109 -2.662  0.298
H: 3.739 2.437 -1.574  -0.040
H: 3.188 1.860 -0.069  -0.084
C: 2.805 6.632 -1.732  -1.600
C: 1.573 6.251 -0.953  0.464
C: 0.785 5.153 -1.593  0.302
O: -0.204 4.614 -0.697  0.100
C: -1.489 5.270 -0.813  -0.495
N: 2.076 5.970 0.408  -0.730
H: 3.699 5.945 -1.599  0.221
H: 3.200 7.560 -1.286  0.378
H: 2.669 6.855 -2.742  0.465
H: 1.003 7.173 -0.915  0.329
H: 1.519 4.397 -1.848  -0.449
H: 0.248 5.574 -2.439  0.107
H: -1.387 6.322 -0.799  0.424
H: -2.045 4.876 0.077  -0.027
H: -1.962 4.964 -1.738  0.163
H: 2.883 5.304 0.417  0.278
H: 1.453 5.463 0.975  0.232
C: -3.766 -4.304 -1.771  -2.201
C: -3.807 -2.825 -1.305  2.797
C: -4.398 -1.867 -2.318  -1.561
O: -3.669 -1.791 -3.594  -0.320
C: -4.103 -2.606 -4.560  -0.743
N: -4.718 -2.605 -0.153  -0.184
H: -2.977 -4.478 -2.433  0.326
H: -4.703 -4.487 -2.172  0.554
H: -3.580 -4.925 -0.921  0.459
H: -2.845 -2.531 -0.939  -1.046
H: -4.519 -0.837 -1.977  0.038
H: -5.381 -2.098 -2.593  0.914
H: -4.267 -2.056 -5.470  0.246
H: -5.046 -3.123 -4.291  0.312
H: -3.303 -3.322 -4.764  0.226
H: -4.455 -3.167 0.678  -0.055
H: -5.658 -2.668 -0.390  0.196
C: -1.118 4.524 3.138  -1.829
C: -2.097 3.643 2.363  2.232
C: -2.498 2.473 3.229  -0.841
O: -1.414 1.572 3.384  -0.342
C: -1.642 0.365 4.069  -1.152
N: -3.280 4.417 1.992  -0.655
H: -0.828 5.345 2.504  0.514
H: -0.208 3.908 3.396  0.248
H: -1.533 4.808 4.111  0.447
H: -1.645 3.268 1.452  -1.053
H: -3.301 1.930 2.807  0.055
H: -2.837 2.747 4.200  0.522
H: -2.124 0.493 4.993  0.698
H: -0.678 -0.039 4.296  0.448
H: -2.206 -0.326 3.378  0.128
H: -3.381 5.121 2.681  0.299
H: -4.262 3.997 1.949  0.260
C: -0.198 -2.456 -3.238  -1.488
C: 1.101 -3.063 -2.656  1.374
C: 0.804 -4.296 -1.770  -1.269
O: 0.013 -3.695 -0.709  0.294
C: -0.454 -4.715 0.143  -0.450
N: 2.073 -3.215 -3.723  -0.627
H: 0.040 -1.714 -3.942  0.629
H: -0.852 -1.978 -2.511  0.089
H: -0.796 -3.189 -3.840  0.365
H: 1.571 -2.335 -1.988  -0.403
H: 1.701 -4.661 -1.349  0.492
H: 0.284 -5.043 -2.369  0.289
H: -0.845 -4.304 1.102  -0.377
H: 0.375 -5.340 0.503  0.450
H: -1.247 -5.365 -0.401  0.198
H: 2.913 -3.621 -3.369  0.199
H: 1.728 -3.732 -4.517  0.250
C: 1.398 -2.634 5.952  -1.626
C: 0.177 -3.335 5.354  1.582
C: 0.572 -3.897 3.992  -1.016
O: -0.398 -4.749 3.412  0.008
C: -0.222 -6.168 3.570  -0.918
N: -0.202 -4.415 6.286  -0.647
H: 1.872 -2.050 5.178  0.252
H: 2.185 -3.431 6.136  0.430
H: 1.326 -2.031 6.829  0.437
H: -0.658 -2.609 5.073  -0.359
H: 1.558 -4.380 4.082  0.426
H: 0.752 -3.090 3.321  0.264
H: 0.335 -6.505 2.704  0.246
H: -1.282 -6.562 3.715  0.159
H: 0.378 -6.385 4.492  0.425
H: -1.193 -4.629 6.223  0.231
H: -0.063 -4.096 7.248  0.305
C: 1.508 -0.692 0.818  -0.983
C: 0.604 0.243 0.043  1.231
C: -0.871 -0.130 0.391  0.579
O: -1.759 0.849 -0.093  1.037
C: -2.120 0.671 -1.471  -0.425
N: 0.921 1.590 0.447  -0.159
H: 1.029 -1.670 0.642  0.082
H: 1.530 -0.452 1.884  0.533
H: 2.517 -0.651 0.371  -0.135
H: 0.764 0.110 -0.996  -0.473
H: -1.012 -0.225 1.530  -0.931
H: -1.129 -1.043 -0.085  -0.333
H: -2.504 -0.248 -1.728  -0.376
H: -1.224 0.763 -2.167  -0.075
H: -2.774 1.480 -1.646  0.514
H: 0.669 1.729 1.407  0.231
H: 0.309 2.218 -0.059  -0.114


Q: Which formula does entry 2 have?
A: C39H110N12O13


Q: What is the lowest unoccupied orbital energy in the first record?
A: 0.371 eV


Q: Among the records above, which one has the highest largest force on an atom?
A: C39H110N12O13